Record 1
94
Properties=species:S:1:pos:R:3:lowdin_charge:R:1 method="wB97M-V/def2-TZVPD" homo_lumo_gap_ev=7.6 mol_weight_g_mol=809.55 e_homo_ev=-12.398 energy_ha=-9467.88880 charge=+2 lumo_energy_ev=-4.8
As 3.23705 -1.08164 5.26974 1.140
As 2.60836 -2.95745 0.37095 1.118
As 0.34335 -0.54007 1.85394 1.116
Sc 1.11654 -0.78733 -0.87358 0.735
S 1.01546 0.78448 -2.80450 0.706
O 1.60241 -2.15424 -2.37844 -0.112
O 0.75655 3.43758 -1.28492 0.089
O 0.07708 1.85750 0.12001 -0.047
O -0.42699 -1.89660 -1.67307 -0.069
N -0.54355 5.38256 -0.26102 -0.032
N -2.58854 0.65640 -2.78886 -0.136
N -4.73245 1.53132 -3.73392 -0.089
C 0.87568 5.66418 1.59698 -0.150
C 0.37872 -2.10748 3.03963 -0.320
C -0.64800 4.13906 0.51281 -0.228
C 1.48852 -0.84428 6.14570 -0.331
C 1.35570 -3.93427 4.38652 -0.053
C 0.09223 3.02540 -0.23424 -0.506
C 0.37975 -2.02212 -2.66687 -0.598
C -3.61029 0.61767 -1.75551 -0.127
C 0.05253 6.44311 0.58278 -0.169
C -2.37529 2.01741 -3.25086 -0.134
C 0.05075 -1.54261 -4.02469 -0.184
C 2.41990 -4.50325 -0.78589 -0.274
C -4.98310 1.04846 -2.33175 -0.050
C 1.95578 -3.80025 2.01546 -0.334
C -4.25163 0.39076 -4.59127 -0.039
C 4.54372 -2.92034 0.58406 -0.275
C -1.54320 -0.12102 2.07399 -0.268
C 0.29309 0.38176 -5.42415 -0.113
C 0.44288 -0.20191 -4.16707 -0.564
C -3.71318 2.63956 -3.72207 -0.045
C 0.00334 4.44084 1.87849 -0.106
C 2.88936 -2.09549 3.57661 -0.399
C -2.99058 -0.18841 -3.90769 -0.123
C 1.65309 -2.94067 3.25502 -0.666
C 3.88118 -2.55202 6.38990 -0.333
C -0.23139 -0.34998 -6.48240 -0.072
C -0.47172 -2.27833 -5.07248 -0.018
C 1.22369 0.86628 2.87150 -0.266
C -0.62243 -1.67215 -6.31279 -0.073
H -0.72122 7.02953 1.08539 0.123
H -3.66940 3.05093 -4.72880 0.138
H 3.14365 -3.34161 6.51737 0.014
H -5.44413 1.86955 -1.78559 0.135
H -5.69692 0.22971 -2.40391 0.137
H 2.23384 -4.54763 4.59560 0.095
H -0.40896 -2.75987 2.64970 0.089
H 3.04596 -1.36232 2.77751 0.017
H 0.55944 3.59078 2.26567 0.092
H 0.53955 -4.60394 4.10740 0.097
H 1.07461 6.24439 2.49530 0.122
H 1.83688 5.37215 1.16887 0.121
H 1.04833 -1.77273 6.50390 0.017
H -4.09682 3.40317 -3.04675 0.133
H -3.31435 1.28089 -0.94200 0.124
H 2.71039 -4.54833 2.27194 0.093
H -3.67499 -0.39370 -1.35606 0.131
H -2.14258 -0.87705 1.56932 0.033
H 0.60450 1.40869 -5.57093 0.111
H -4.04838 0.80438 -5.57802 0.139
H -3.17701 -1.19485 -3.53474 0.139
H -1.67999 3.80261 0.64005 0.153
H -5.07250 -0.31973 -4.66994 0.138
H 1.36330 -4.72185 -0.92938 0.038
H 4.79073 -2.96516 5.95575 0.024
H 0.01255 -1.73298 3.99743 0.068
H -0.74816 -3.31549 -4.93027 0.128
H 5.00434 -2.80725 -0.39573 0.037
H 1.07112 -3.42314 5.30390 0.060
H -5.60327 1.88829 -4.12123 0.190
H 2.90526 -5.35635 -0.31323 0.047
H 1.41609 1.70112 2.20564 0.001
H -1.73343 0.85804 1.64261 0.010
H -1.01700 -2.23456 -7.14800 0.112
H 2.88312 -4.30192 -1.74770 0.035
H 3.76682 -2.75054 3.53486 0.069
H 0.57247 1.19131 3.68193 0.044
H 2.16434 0.51740 3.28794 -0.019
H -1.42575 5.66600 -0.66208 0.126
H 0.55538 4.41338 -1.32775 0.120
H -1.93310 2.61148 -2.45178 0.116
H 4.85405 -2.09580 1.22063 0.022
H 0.65029 7.11663 -0.02806 0.120
H 0.78088 -0.33020 5.49809 -0.011
H 1.05857 -4.35007 1.71584 0.088
H -1.78889 -0.11944 3.13530 0.042
H 1.67130 -0.19882 7.00465 0.024
H -0.32246 0.11586 -7.45545 0.114
H -1.65239 1.99123 -4.06587 0.117
H 4.13196 -2.13849 7.36589 0.025
H -0.77372 4.68344 2.60332 0.126
H -2.17869 -0.24738 -4.62830 0.090
H 4.87005 -3.86213 1.02370 0.044



Record 2
92
Properties=species:S:1:pos:R:3:lowdin_charge:R:1 method="wB97M-V/def2-TZVPD" homo_lumo_gap_ev=7.1 mol_weight_g_mol=761.05 e_homo_ev=-9.231 energy_ha=-2466.99848 charge=+1 lumo_energy_ev=-2.2
I 6.36697 1.48562 -0.40183 0.837
Sr 0.99855 0.35452 -0.97703 1.121
P -0.12233 2.96347 0.18889 1.069
P -0.38789 -2.43632 -0.01156 1.083
O 3.37044 -0.21982 -1.09009 -0.208
N 3.69995 -0.63446 1.11117 0.183
N 0.10158 1.22801 2.34868 -0.055
N 0.81404 -0.54435 -3.49449 0.100
N -0.21225 -1.01060 2.29533 -0.058
C -2.23483 -2.47396 -0.32517 -0.702
C -2.48593 -2.20757 -1.81514 -0.104
C -2.66590 2.91554 1.10491 -0.087
C 1.78459 -3.18682 -5.53504 -0.075
C -1.65808 5.19865 1.11820 -0.077
C 1.84096 5.04139 0.59700 -0.075
C -2.96836 -3.74236 0.10577 -0.081
C -1.55481 1.68936 4.21704 -0.039
C -2.80516 -1.27995 0.45668 -0.088
C 0.42216 -4.07834 -0.40934 -0.708
C -1.05862 -0.48366 3.26433 -0.195
C 5.61528 -0.51248 -0.37553 -0.546
C 4.13312 -0.45203 -0.12748 -0.694
C -1.74073 3.88122 0.34870 -0.709
C 1.24969 4.08524 -0.44534 -0.704
C 0.43252 2.57421 1.94319 -0.282
C -2.46481 1.07013 5.06698 -0.092
C -0.86570 0.90907 3.30103 -0.188
C 0.69508 -2.11240 -5.57417 -0.201
C 0.05733 -5.23499 0.52454 -0.078
C -2.35765 4.10526 -1.03673 -0.100
C -2.67147 -0.30353 5.01316 -0.093
C 0.75308 -1.22811 -4.41298 -0.184
C 0.74235 4.90708 -1.63821 -0.098
C -1.96405 -1.09696 4.11706 -0.026
C 0.12304 -4.47863 -1.85513 -0.098
C -0.26389 -2.38340 1.84410 -0.285
C 2.36483 3.17677 -0.99906 -0.146
C 1.92822 -3.79631 -0.29461 -0.109
B 0.61209 0.02876 1.70382 -0.472
H -1.10758 -2.90810 2.29543 0.085
H -2.00636 -1.27949 -2.13948 0.063
H 2.34660 4.52198 1.40984 0.077
H -2.71189 1.93522 0.62366 0.071
H -3.84736 -1.12667 0.16514 0.098
H 1.07571 5.68361 1.02904 0.072
H 0.04755 5.68677 -1.33344 0.070
H -1.19844 5.07337 2.10028 0.077
H 2.48848 -4.71669 -0.47873 0.092
H -2.12897 -3.01336 -2.45354 0.061
H 6.16421 -1.04519 0.39407 0.050
H 0.25307 4.28159 -2.38862 0.082
H 2.68051 -0.44113 1.32084 0.029
H -1.10362 5.96185 0.57439 0.068
H -3.56032 -2.10099 -1.98604 0.091
H -3.37960 -0.76511 5.68821 0.101
H -2.78120 -1.43631 1.53462 0.072
H 2.74935 2.44210 -0.28145 0.055
H -2.25903 -0.35364 0.24676 0.065
H -2.70427 -4.60021 -0.51295 0.070
H 1.69684 -3.81389 -6.41957 0.084
H -2.77173 -3.99591 1.14883 0.079
H 0.32972 -5.03086 1.56001 0.078
H -0.90472 -4.81811 -1.98162 0.072
H 0.30027 -3.64747 -2.54478 0.056
H -4.04607 -3.58715 0.00639 0.092
H 0.05579 3.31385 2.65093 0.090
H 2.77489 -2.73521 -5.52944 0.086
H 1.51880 2.67784 1.92245 0.079
H -2.41578 3.17067 -1.59894 0.079
H -2.36432 2.76923 2.13896 0.055
H 1.68610 -3.81823 -4.65344 0.066
H -0.30366 -2.55155 -5.59795 0.125
H 0.63641 -2.92757 2.13771 0.085
H 0.60780 -6.12852 0.21670 0.092
H -1.00356 -5.47541 0.49269 0.064
H 5.80715 -0.93394 -1.35591 0.057
H 3.21797 3.79793 -1.27938 0.096
H 2.02424 2.68812 -1.92210 0.063
H -3.37751 4.47475 -0.90622 0.091
H -1.82011 4.83616 -1.63771 0.057
H 2.58233 5.68439 0.11473 0.093
H 4.36349 -0.75614 1.85882 0.121
H -3.67634 3.33098 1.11223 0.097
H -2.11146 -2.16989 4.10750 0.106
H 0.79302 -1.48611 -6.46238 0.127
H -1.39054 2.75793 4.28800 0.106
H 2.25005 -3.04956 -1.02614 0.068
H 2.20706 -3.43247 0.69714 0.070
H 0.77891 -5.30439 -2.14451 0.092
H 1.59334 5.39618 -2.11905 0.095
H -2.66929 5.58132 1.27948 0.094
H -3.00941 1.66614 5.78692 0.102



Record 3
88
Properties=species:S:1:pos:R:3:lowdin_charge:R:1 method="wB97M-V/def2-TZVPD" homo_lumo_gap_ev=4.8 mol_weight_g_mol=713.70 e_homo_ev=-13.425 energy_ha=-2187.10107 charge=+2 lumo_energy_ev=-8.7
Pb -0.94835 0.05140 0.22499 1.051
P 1.05076 1.52025 -0.89041 0.774
P 0.80931 -1.53066 -0.99784 0.737
O 0.26476 -1.35716 2.83223 0.032
O 0.82980 0.90846 2.94047 0.060
C 0.99220 0.38302 4.27114 -0.480
C 4.54976 0.06090 -4.02334 -0.165
C 2.68989 -1.74705 -3.90763 -0.150
C 2.61701 1.70596 -4.05875 -0.144
C -4.20941 2.96432 0.13472 -0.025
C -0.08030 1.92435 -2.29501 -0.290
C 0.37141 -2.02276 5.12997 -0.002
C 2.24515 2.86004 -0.69456 -0.222
C 2.22561 -0.14279 -5.81209 -0.174
C -4.23063 -0.21697 2.09428 -0.144
C 4.11976 -1.39212 -3.68458 -0.170
C 2.15155 1.35904 -5.43375 -0.172
C -4.08275 -1.01437 3.32948 0.025
C 1.86192 -2.89279 -0.46917 -0.214
C -4.47701 0.39717 -0.10979 -0.108
C -4.47169 -0.71110 0.78485 -0.215
C 1.84175 -1.09597 -4.73045 -0.117
C 2.42154 -1.70810 3.79105 -0.011
C 1.01064 -1.17827 4.04575 -0.484
C 3.67114 1.12589 -3.45485 -0.131
C -4.67173 0.32468 -1.57691 0.033
C -0.18860 0.83426 5.12702 -0.009
C 1.82035 -0.04470 -1.50848 -0.511
C -4.26427 1.57983 0.65402 -0.212
C -4.67372 -2.13194 0.42049 -0.024
C -4.10410 1.19808 2.01547 -0.133
C -3.82225 2.09119 3.15521 0.028
C 2.25629 0.97531 4.85799 -0.001
C -0.16388 -2.16671 -2.39614 -0.274
B 0.23885 -0.11263 2.22486 -0.811
H 1.38305 -3.83700 -0.77883 0.071
H 1.92126 -2.86787 0.63090 0.045
H -5.71178 -2.44313 0.62306 0.110
H 2.40548 -2.70932 -3.46406 0.102
H 0.28266 1.51557 -3.24982 0.029
H 3.14269 0.74730 4.25601 0.091
H 4.37793 -1.60515 -2.63151 0.106
H 2.86967 -2.81749 -0.91025 0.056
H -3.96091 3.13969 2.87200 0.096
H -0.79557 -2.97615 -1.99797 0.063
H -4.74833 -0.63392 4.11856 0.115
H -0.82810 -1.40437 -2.82437 0.048
H 1.80359 -0.03112 -2.60082 -0.003
H -4.26005 1.21055 -2.07746 0.093
H 3.20611 2.63838 -1.16793 0.036
H -3.04859 -0.97500 3.71613 0.103
H -4.47825 -2.30510 -0.64631 0.082
H 0.95644 -1.94406 6.05502 0.108
H -1.09845 1.53468 -2.11065 -0.019
H 3.03211 -1.66724 4.70212 0.103
H 1.11364 1.70064 -5.54994 0.108
H -5.20155 3.44087 0.19325 0.109
H 0.36471 -3.07753 4.83096 0.103
H 2.15160 2.06305 4.92419 0.101
H -0.08628 0.45262 6.15197 0.105
H -3.89222 2.98876 -0.91669 0.080
H 0.45560 -2.58493 -3.19404 0.019
H 3.21439 -0.38004 -6.23316 0.114
H -5.74336 0.26765 -1.83034 0.142
H 2.40604 2.99874 0.38637 0.056
H 2.41949 0.59914 5.87646 0.109
H 2.35370 -2.76077 3.48684 0.098
H -4.32555 -2.06636 3.14482 0.095
H -4.01378 -2.78625 1.00673 0.091
H 4.69524 0.17347 -5.10544 0.113
H 2.93682 -1.13866 3.00241 0.098
H -2.78594 1.97904 3.51332 0.106
H 2.74123 1.91967 -6.17801 0.132
H 1.49052 -0.28259 -6.62464 0.124
H 5.54135 0.19338 -3.56233 0.124
H 1.83846 3.79732 -1.10041 0.067
H 2.17025 2.61687 -3.63206 0.103
H 2.87146 -0.14190 -1.18068 0.079
H -4.48940 1.86951 4.00093 0.116
H -1.15851 0.49925 4.72916 0.076
H -0.16347 3.02011 -2.36665 0.060
H -4.18740 -0.56719 -2.00116 0.100
H -0.65842 -1.72491 5.35708 0.084
H -0.19873 1.92957 5.18988 0.102
H 0.78824 -1.38473 -4.76486 0.096
H -3.51260 3.57603 0.72265 0.090
H 4.01487 1.51435 -2.49469 0.086
H 4.74784 -2.07150 -4.28603 0.133